[1]
{"formula": "C19H27Cl3GeO2SbSiSn", "method": "ωB97M-V with the def2-TZVPD basis set", "charge": 2, "spin_multiplicity": 2, "homo_ev": [-13.320, -13.314], "elements": ["C", "C", "Cl", "H", "H", "H", "H", "C", "C", "Si", "H", "H", "H", "H", "C", "H", "H", "H", "C", "C", "C", "C", "C", "C", "H", "C", "Sn", "H", "H", "H", "Sb", "C", "C", "H", "C", "Cl", "C", "H", "H", "H", "H", "Cl", "O", "H", "C", "H", "C", "Ge", "H", "O", "C", "H", "H", "H", "H"], "positions_angstrom": [[0.10003, 3.67332, -1.54920], [4.43150, 2.58716, 1.66201], [-1.33563, -4.97309, 0.89340], [-5.84663, -3.18015, 0.06460], [4.06688, -0.25910, -3.04033], [-0.93539, 3.35617, -1.61170], [-3.39303, -3.40021, 0.30996], [-3.49008, 2.50824, 0.01532], [3.67798, -2.87168, -1.20174], [0.73466, 3.41293, 0.13510], [2.33038, 0.00760, -2.71798], [-1.28186, 3.41998, 1.50295], [-4.16635, 2.61562, 0.86341], [2.41422, 2.32699, 2.31405], [3.05815, 2.65442, 1.50541], [-0.13069, 4.68166, 1.98631], [-4.08217, 2.62113, -0.89357], [0.68996, 3.11170, -2.27499], [4.73851, 3.55561, -0.53579], [3.33921, 0.17075, -2.34798], [-5.22219, -2.29586, 0.07959], [3.36430, 3.60763, -0.70608], [5.66145, -0.49120, -0.05227], [-3.60254, -0.02701, 0.06964], [5.91098, -0.86591, 0.93850], [-5.81335, -1.03028, -0.04882], [-0.06556, -0.79421, -0.31877], [5.39559, 3.92125, -1.31436], [0.15549, 4.73569, -1.81905], [2.78691, -3.07517, -1.79255], [3.61315, -0.87034, -0.51223], [-3.02574, -1.31101, 0.23113], [2.50825, 3.16979, 0.31821], [-2.75207, 3.30438, 0.03817], [-2.80632, 1.16154, 0.03988], [-0.12654, -2.86564, -1.79535], [5.26716, 3.05065, 0.64800], [4.57345, -2.93950, -1.82235], [2.95896, 4.01969, -1.62491], [3.53236, 1.23254, -2.20919], [-6.88597, -0.93123, -0.13741], [1.08299, -2.45842, 1.35969], [-1.72963, -1.53130, 0.43610], [6.34135, 3.02983, 0.78970], [-5.01451, 0.07320, -0.06076], [0.15237, 3.00719, 2.45750], [-0.23002, 3.64105, 1.65554], [0.56734, -4.57895, 0.02483], [3.74849, -3.55911, -0.36216], [-1.54378, 1.15540, 0.02993], [-3.86233, -2.43071, 0.21360], [6.21854, -1.03605, -0.81683], [4.85446, 2.20460, 2.58197], [5.84970, 0.57774, -0.11351], [-5.47906, 1.04019, -0.18314]], "mulliken_spin": [0.002, -0.002, 0.002, 0.000, 0.021, -0.001, 0.000, 0.001, 0.064, -0.005, -0.009, 0.000, 0.000, -0.002, 0.015, 0.000, 0.000, 0.000, 0.001, 0.081, -0.001, 0.000, 0.112, -0.005, -0.002, 0.002, 0.064, 0.000, 0.000, -0.005, 0.571, 0.004, 0.011, 0.000, 0.002, 0.011, -0.007, 0.020, 0.000, -0.011, 0.000, 0.027, 0.020, 0.000, 0.000, 0.000, 0.001, 0.000, -0.001, 0.007, 0.000, 0.021, -0.003, -0.006, 0.000]}

[2]
{"formula": "C19H27ClN5O4RbS", "method": "ωB97M-V with the def2-TZVPD basis set", "charge": -2, "homo_ev": [1.189, 1.203], "elements": ["H", "N", "N", "O", "C", "H", "C", "C", "H", "H", "S", "H", "H", "H", "N", "H", "H", "H", "H", "H", "H", "Rb", "H", "N", "C", "H", "C", "C", "C", "H", "O", "H", "H", "C", "H", "C", "C", "H", "C", "C", "C", "C", "O", "H", "C", "H", "C", "C", "H", "H", "H", "C", "H", "C", "N", "Cl", "O", "H"], "positions_angstrom": [[4.69314, -0.71581, -0.70617], [0.00454, -3.83221, -3.99297], [-4.00246, 0.41849, 0.97483], [0.51424, -2.43101, -2.29597], [-0.81986, -0.41381, -3.71797], [2.27184, -0.43291, 1.41013], [-0.19816, -2.71231, -3.24717], [-3.82916, -0.42051, -0.09917], [0.82324, -4.38331, -3.76847], [-2.96296, -0.28011, 3.79763], [-2.94706, -1.84451, -0.03997], [2.70394, -1.29111, 4.93513], [1.37654, -0.36171, 5.60073], [-1.19906, 1.59549, 0.49583], [-0.83506, -0.33081, 3.79093], [-5.56786, 1.22619, -2.46707], [-1.93866, -0.28311, 5.59093], [2.74624, 0.48759, 4.91393], [-5.91976, 2.81249, -0.51487], [-0.45116, -1.22571, 5.63093], [-1.72726, -2.11811, -4.63297], [-0.35156, -0.39801, -0.89067], [-0.42506, -3.96511, -4.89707], [-4.41346, -0.07551, -1.29927], [2.63094, -0.42911, 2.44183], [-4.26446, -0.71801, -2.06927], [4.43104, 0.20049, -1.23807], [-4.70596, 1.48749, 0.79813], [-2.12146, -0.30841, 3.10033], [3.26964, 0.45009, 2.57543], [0.08094, -0.37691, 1.74083], [-4.85626, 2.17329, 1.64803], [-1.66756, 0.26179, -4.01047], [1.40574, 2.20909, -2.40407], [3.59604, 3.44489, -3.12137], [5.46654, 1.01339, -1.70997], [5.15434, 2.17789, -2.38597], [6.49544, 0.71829, -1.53867], [3.82704, 2.52809, -2.58927], [-0.90346, -0.31191, 5.23773], [0.27204, -0.36691, 2.96583], [-5.34876, 1.89819, -0.46187], [2.17764, -0.30191, -0.94647], [-2.21236, -1.20571, 2.47913], [2.09864, -0.38841, 4.80093], [1.40254, 3.16299, -2.95777], [3.05794, 0.49429, -1.40857], [-1.33216, -1.82541, -3.65517], [-0.40806, 0.58849, 5.60933], [0.04834, -0.21111, -4.37527], [3.22724, -1.33421, 2.59673], [2.79004, 1.69959, -2.10827], [-2.13306, -1.91111, -2.91487], [-5.15636, 1.05739, -1.47787], [1.56714, -0.39191, 3.44573], [6.41244, 3.19539, -2.97657], [0.32284, 1.71809, -2.11907], [-2.16996, 0.57719, 2.45793]], "mulliken_charge": [0.354, -0.401, -0.024, -0.494, -1.384, 0.093, 0.171, 0.003, 0.261, 0.197, -0.439, 0.290, 0.407, -0.022, 0.164, 0.345, 0.309, 0.288, 0.392, 0.331, 0.275, -0.170, 0.200, 0.010, -0.922, 0.214, -0.240, 0.175, -0.565, 0.299, -0.260, 0.296, 0.084, -0.548, 0.276, -0.614, 0.407, 0.359, -0.926, -1.094, 0.539, -0.689, -0.682, 0.089, -1.012, 0.150, -0.197, 0.557, 0.343, 0.130, 0.296, 0.883, -0.152, -0.192, 0.245, -0.322, -0.305, 0.220]}

[3]
{"formula": "C19H27F6NO17", "method": "ωB97M-V with the def2-TZVPD basis set", "homo_ev": -10.643, "smiles": "O=NOCOC(=O)OC(=O)C(F)(F)C(F)(F)C(F)(F)C(=O)O.CCOC(=O)OC.CCOC(=O)OC.CCOC(=O)OC", "de_lowest_kcal_mol": 0.0, "elements": ["O", "O", "C", "C", "O", "H", "H", "C", "F", "O", "C", "C", "H", "H", "C", "H", "F", "O", "O", "O", "O", "H", "H", "O", "H", "O", "H", "H", "H", "H", "H", "O", "H", "C", "H", "O", "F", "H", "O", "H", "C", "H", "C", "C", "H", "H", "C", "H", "H", "H", "H", "C", "H", "C", "F", "H", "O", "O", "C", "O", "F", "C", "F", "C", "H", "C", "C", "C", "N", "O"], "positions_angstrom": [[0.98718, -0.64545, -2.01196], [-1.60275, 4.47627, 0.20306], [2.64951, -5.95527, -3.32327], [5.71408, -7.74107, -7.14823], [5.40622, -6.54938, -6.42244], [0.28466, 1.23896, -1.94803], [4.96907, -7.93134, -7.91683], [1.10107, -2.93491, 1.22207], [0.19235, -2.72284, 2.20148], [-0.43529, -2.44631, -1.93966], [-1.45816, 7.40807, -2.78655], [-2.58548, 6.44108, -2.49868], [-3.42140, 6.93678, -2.00776], [3.47813, -5.69460, -2.66350], [3.52257, -3.96638, 0.93655], [-0.61376, 6.88450, -3.23581], [1.85956, -4.86800, 2.36157], [-0.75181, 0.11556, -0.62935], [-2.23629, 3.64018, 5.21394], [1.56765, -2.55769, -2.97466], [-3.79341, 5.02919, 5.74575], [-2.28577, 4.99365, 2.10674], [5.77195, -8.59234, -6.47218], [-2.14468, 5.33247, -1.69769], [-0.54585, 5.25131, 1.81627], [3.65325, -3.12430, -0.11449], [-1.37200, 2.07093, 6.26571], [-5.36236, 6.27507, 5.92862], [-4.60541, 4.54704, 8.33877], [-1.11274, 7.88614, -1.87124], [-1.18649, 3.60780, 1.99048], [-2.30462, 6.61961, 0.15320], [-5.77974, 4.57450, 6.13120], [-0.12796, 0.24246, -1.86659], [2.68360, -7.02950, -3.50166], [-0.66783, 0.92942, 1.33392], [1.30441, -4.19310, -0.77799], [6.68296, -7.57076, -7.60730], [-1.77339, -2.73197, -0.16479], [-4.11770, 6.22704, 8.10598], [2.29591, -3.70676, 1.84127], [-2.39600, 1.58749, 4.89073], [-1.68059, 2.32159, 5.25264], [0.79021, -1.93076, -2.32983], [-1.79508, 8.18333, -3.47416], [2.67823, -4.12005, -4.43485], [4.16972, -6.51388, -5.92325], [1.71270, -5.71676, -2.82084], [4.20642, -2.36628, 0.10952], [1.95432, -5.46389, -5.31205], [-2.95159, 5.99172, -3.41938], [0.38449, -3.69939, 0.08164], [-0.81266, 2.34179, 4.60025], [-1.39798, 4.60463, 1.61570], [-0.26664, -4.74094, 0.64872], [-0.85415, 0.05404, -2.64364], [4.02891, -5.37679, -5.25277], [-4.02880, 2.86129, 6.34028], [-0.69953, -2.85864, -0.65177], [4.25707, -4.87230, 1.18549], [2.75497, -2.90862, 2.85595], [-2.04005, 5.58352, -0.39337], [1.53675, -1.72866, 0.78759], [-4.88975, 5.49180, 7.87790], [-5.82930, 5.82188, 8.32025], [-5.04477, 5.33816, 6.38094], [-3.41531, 3.75671, 5.82534], [2.74933, -5.18580, -4.62119], [-0.29163, 1.14121, 0.26519], [3.33145, -7.36243, -6.07695]], "mulliken_charge": [-0.305, -0.241, -0.817, -0.644, -0.356, 0.332, 0.301, 0.718, -0.314, -0.343, -1.097, -0.189, 0.320, 0.264, 0.188, 0.288, -0.264, -0.111, -0.314, -0.466, -0.343, 0.334, 0.292, -0.350, 0.353, -0.388, 0.346, 0.298, 0.311, 0.313, -0.028, -0.561, 0.322, -0.228, 0.406, -0.289, -0.148, 0.223, -0.446, 0.294, 0.761, 0.330, -0.687, 0.595, 0.359, 0.219, 0.773, 0.099, 0.341, 0.324, 0.294, 0.947, 0.183, -0.489, -0.306, 0.371, -0.380, -0.556, 0.179, -0.456, -0.292, 0.697, -0.281, -1.095, 0.358, -0.212, 0.767, -0.111, 0.167, -0.562]}

[4]
{"formula": "C19H27F7NO11S", "method": "ωB97M-V with the def2-TZVPD basis set", "charge": -1, "homo_ev": -4.465, "elements": ["C", "C", "H", "H", "C", "F", "H", "F", "H", "C", "H", "C", "H", "H", "H", "O", "H", "C", "H", "C", "H", "H", "C", "H", "H", "O", "C", "H", "O", "C", "O", "C", "O", "F", "C", "C", "C", "F", "O", "O", "F", "H", "H", "H", "C", "C", "H", "H", "N", "H", "O", "F", "H", "O", "C", "H", "O", "H", "O", "C", "H", "C", "H", "S", "F", "H"], "positions_angstrom": [[3.69858, -5.12750, 2.30541], [0.27125, 3.07611, 4.77893], [-0.27013, 1.21248, 7.16020], [-5.34117, -1.70506, 1.09500], [-0.19208, 0.94684, 6.10815], [0.40825, 2.36069, -2.73123], [2.12149, -7.21413, 1.51061], [-0.27611, 0.39920, -1.15010], [-0.09520, 3.63483, 3.91895], [2.17119, -3.49018, 2.07043], [3.31109, -5.78309, 3.08962], [-0.77641, 1.73601, -2.96597], [-1.41419, -3.47685, 0.62280], [2.83138, 5.05966, -6.04004], [-3.44071, -2.94109, 1.16745], [1.23782, 6.35696, -6.03752], [0.83809, 0.66394, 5.87862], [-0.72108, 2.01251, 5.17741], [0.63281, 3.78657, -6.19470], [1.96439, 5.27801, -5.40940], [3.30046, 5.52701, -3.70103], [0.32067, 4.20728, -4.52251], [-3.23613, -1.94640, 1.54251], [3.53423, -4.85874, 0.16824], [-1.42086, -0.88129, 1.70432], [-1.04352, -0.16270, 5.80311], [1.11191, 4.04602, -5.25145], [4.77561, -5.25687, 2.22377], [1.56651, 8.58603, -6.07652], [-1.45453, -0.01493, 4.51120], [-3.10644, -2.73243, -1.61411], [2.38564, 5.93788, -4.11983], [1.52785, -2.52292, 2.28123], [0.34206, -0.31262, -3.14321], [-4.48255, -1.07845, 1.30566], [-1.02172, -2.49186, 0.37130], [-0.65124, 0.27979, -2.44236], [-2.16188, -0.56621, -3.96258], [-1.11311, 1.21734, 4.04944], [3.37681, -3.77372, 2.64800], [-2.99336, 0.04327, -2.05019], [1.83300, -6.71560, -0.14863], [3.44106, -7.28796, 0.32969], [-0.08710, -2.40183, 0.91606], [-1.95332, -1.37944, 0.90893], [1.77410, 7.52086, -5.59939], [1.71618, 3.20257, -4.92284], [-2.18142, -0.62740, 0.16652], [-0.63209, -2.45340, -1.05325], [-1.62579, 2.47439, 5.58549], [1.81672, -4.47723, 1.21612], [-1.70039, 2.40456, -2.26984], [0.43947, 3.76963, 5.60310], [-2.01863, -0.83731, 3.88011], [-1.92877, -0.56571, -2.61819], [-4.73735, -0.54239, 2.21958], [-1.41598, -2.99181, -3.32107], [1.59894, 5.91980, -3.36304], [2.58507, 7.29983, -4.53509], [2.57158, -6.71427, 0.65147], [-4.33670, -0.35391, 0.51572], [2.96838, -5.30063, 0.99378], [-3.08081, -2.05679, 2.61017], [-1.77766, -2.37254, -2.06532], [-1.01039, 1.82214, -4.27411], [1.22627, 2.63301, 4.49445]], "mulliken_charge": [-0.567, -1.450, 0.292, 0.323, -0.541, -0.282, 0.348, -0.254, 0.366, 0.626, 0.303, 0.541, 0.510, 0.282, 0.484, -0.378, 0.302, 0.511, 0.393, 0.530, 0.326, 0.248, -0.524, 0.278, -0.007, -0.344, -1.396, 0.289, -0.534, 0.517, -0.672, -0.456, -0.511, -0.308, -1.298, -0.287, 0.712, -0.304, -0.317, -0.385, -0.243, 0.375, 0.385, -0.292, 0.265, 0.598, 0.414, 0.081, -0.625, 0.276, -0.268, -0.267, 0.384, -0.400, 0.408, 0.335, -0.795, 0.291, -0.340, -1.477, 0.222, 0.494, 0.553, 1.177, -0.258, 0.340]}